A cluster of 2 separate species, C4H7N2O in total in a non-equilibrium geometry, computed with ωB97M-V/def2-TZVPD.

```
! RIJCOSX wB97M-V def2-TZVPD def2/J DEFGRID3
* xyz 1 1
H 0.007 -0.470 0.605
H 1.491 1.221 0.694
O -0.049 -2.237 0.906
N -0.216 0.322 0.095
C -1.159 0.487 -0.879
H -1.578 2.248 -2.144
H 1.578 -2.667 1.969
C 0.769 -3.013 1.378
H 0.563 3.122 -1.033
C -0.956 1.746 -1.373
H 0.648 -4.079 1.577
C 0.638 1.305 0.079
N 0.127 2.231 -0.763
H -1.861 -0.215 -1.110
*
```

Values from the calculation:
- calculated total energy (Ha) = -341.098189
- Kohn-Sham gap (eV) = 11.13
- lowest unoccupied orbital energy (eV) = -3.231
- HOMO level (eV) = -14.4
- maximum force (eV Å⁻¹) = 3.0



The ion C4H7N2O with charge +1 in a non-equilibrium geometry, computed with ωB97M-V/def2-TZVPD.

```
! RIJCOSX wB97M-V def2-TZVPD def2/J DEFGRID3
* xyz 1 1
C -1.167 1.199 0.011
H -1.467 2.135 0.198
H 1.434 -1.390 0.042
O -2.186 0.301 -0.021
H -2.152 -1.826 0.052
C -1.639 -0.851 -0.051
N -0.324 -0.781 0.037
H 1.996 0.858 -1.007
H 1.228 2.184 -0.221
H 2.069 1.012 0.732
N 0.558 -1.844 -0.032
H 0.181 -2.688 0.396
C 1.426 1.132 -0.139
C 0.043 0.559 0.001
*
```

Values from the calculation:
- calculated total energy (Ha) = -341.046715
- structure (SMILES) = Cc1coc[n+]1N
- Kohn-Sham gap (eV) = 10.72
- lowest unoccupied orbital energy (eV) = -3.784
- HOMO level (eV) = -14.5
- maximum force (eV Å⁻¹) = 3.6



A cluster of 2 separate species, C4H7N2O in total in a non-equilibrium geometry, computed with ωB97M-V/def2-TZVPD.

```
! RIJCOSX wB97M-V def2-TZVPD def2/J DEFGRID3
* xyz 1 1
H 1.046 -1.288 -0.091
H -2.398 -0.091 -0.067
H 1.440 0.710 -1.545
N 0.052 -1.142 1.678
H -2.129 -1.893 -0.468
O -0.296 1.543 0.969
C -1.982 -0.852 -0.708
H -1.604 -0.582 -1.678
H 1.322 2.352 -0.858
C 0.467 0.853 0.363
N -0.344 -1.435 2.679
C 1.480 1.299 -0.632
C 0.469 -0.659 0.567
H 2.478 1.185 -0.207
*
```

Values from the calculation:
- calculated total energy (Ha) = -340.934739
- Kohn-Sham gap (alpha / beta) (eV) = 6.62 / 8.38
- lowest unoccupied orbital energy (alpha / beta) (eV) = -7.945 / -6.556
- HOMO level (alpha / beta) (eV) = -14.6 / -14.9
- maximum force (eV Å⁻¹) = 3.8



The ion C4H7N2O with charge +1 in a non-equilibrium geometry, computed with ωB97M-V/def2-TZVPD.

```
! RIJCOSX wB97M-V def2-TZVPD def2/J DEFGRID3
* xyz 1 1
C 0.359 1.232 -0.203
N -0.326 -1.526 -0.005
H -0.492 -2.430 -0.413
C -1.119 0.768 0.210
H 0.606 1.877 0.605
H -1.675 1.641 0.796
H -2.259 -1.026 0.952
C -1.453 -0.651 0.226
C 0.877 -1.121 -0.411
N 1.303 0.123 -0.304
H 2.309 0.235 -0.324
H 0.097 1.793 -1.080
O -1.785 0.145 -0.866
H 1.415 -1.978 -0.674
*
```

Values from the calculation:
- calculated total energy (Ha) = -341.063366
- structure (SMILES) = C1=[NH+][C@@H]2O[C@@H]2CN1
- Kohn-Sham gap (eV) = 11.16
- lowest unoccupied orbital energy (eV) = -4.172
- HOMO level (eV) = -15.3
- maximum force (eV Å⁻¹) = 3.4



A cluster of 2 separate species, C4H7N2O2 in total in a non-equilibrium geometry, computed with ωB97M-V/def2-TZVPD.

```
! RIJCOSX wB97M-V def2-TZVPD def2/J DEFGRID3
* xyz 1 1
O -0.141 -1.154 -1.815
N -0.947 0.246 0.070
H 2.164 -1.162 0.945
N 1.370 -0.529 0.735
C -1.621 -0.564 -0.439
H 2.462 0.971 1.921
O -2.595 -1.329 -0.467
C -0.538 1.559 0.335
H -0.439 -1.419 -2.681
H 1.081 2.695 1.342
H -1.262 2.368 0.423
H -2.453 -2.315 -0.782
H 0.691 -1.790 -1.694
C 0.644 1.782 0.944
C 1.584 0.640 1.163
*
```

Values from the calculation:
- calculated total energy (Ha) = -416.219561
- Kohn-Sham gap (eV) = 9.37
- lowest unoccupied orbital energy (eV) = -4.323
- HOMO level (eV) = -13.7
- maximum force (eV Å⁻¹) = 4.0



A cluster of 2 separate species, C4H7N2O3S in total in a non-equilibrium geometry, computed with ωB97M-V/def2-TZVPD.

```
! RIJCOSX wB97M-V def2-TZVPD def2/J DEFGRID3
* xyz -1 3
H 1.009 -2.433 -0.160
O -1.742 2.826 -1.332
N -0.696 -0.443 0.879
O -2.968 2.971 0.755
C 2.117 -0.298 -0.089
H 1.687 0.535 -0.605
H -0.465 0.159 -1.112
H 3.196 -0.586 -0.372
C 1.097 -1.424 -0.538
H 2.319 -0.079 0.967
N -1.972 -1.948 2.300
C -1.437 -1.234 1.554
C -0.404 -0.756 -0.479
H -0.897 -1.625 -1.018
H 1.255 -1.568 -1.601
O -0.436 3.213 0.711
S -1.661 2.693 0.138
*
```

Values from the calculation:
- calculated total energy (Ha) = -889.971052
- Kohn-Sham gap (alpha / beta) (eV) = 6.36 / 5.89
- lowest unoccupied orbital energy (alpha / beta) (eV) = 3.195 / 0.745
- HOMO level (alpha / beta) (eV) = -3.2 / -5.1
- maximum force (eV Å⁻¹) = 3.1



A cluster of 2 separate species, C4H7N2P in total in a non-equilibrium geometry, computed with ωB97M-V/def2-TZVPD.

```
! RIJCOSX wB97M-V def2-TZVPD def2/J DEFGRID3
* xyz 0 1
H 1.008 2.191 1.194
C -0.579 0.116 -0.664
P 1.571 -1.022 2.063
H 2.197 -1.923 1.142
H -0.009 -1.520 -1.871
H 0.791 -2.135 2.435
H -0.780 3.352 -0.469
C -0.490 2.236 -0.396
C -0.797 -1.282 -1.172
N -1.026 1.320 -1.177
C 0.246 0.384 0.369
N 0.325 1.762 0.562
H -1.832 -1.492 -1.586
H -0.625 -1.986 -0.431
*
```

Values from the calculation:
- calculated total energy (Ha) = -607.365990
- Kohn-Sham gap (eV) = 8.14
- lowest unoccupied orbital energy (eV) = -0.497
- HOMO level (eV) = -8.6
- maximum force (eV Å⁻¹) = 4.1



An isolated molecule of C4H7N2P in a non-equilibrium geometry, computed with ωB97M-V/def2-TZVPD.

```
! RIJCOSX wB97M-V def2-TZVPD def2/J DEFGRID3
* xyz 0 1
H -3.524 -0.682 0.326
N -1.910 -1.602 -0.485
C -0.649 -1.495 -0.697
C 1.340 1.467 0.433
C 1.556 0.057 -0.125
H 2.202 -0.546 0.553
N -2.540 -0.560 0.144
H 0.727 1.368 1.402
H -0.379 -2.359 -1.189
P -2.194 0.838 0.853
H 2.230 2.093 0.755
H 0.704 2.031 -0.410
C 0.379 -0.690 -0.411
H 2.058 0.080 -1.151
*
```

Values from the calculation:
- calculated total energy (Ha) = -607.234004
- Kohn-Sham gap (alpha / beta) (eV) = 6.12 / 6.94
- lowest unoccupied orbital energy (alpha / beta) (eV) = -1.164 / -0.379
- HOMO level (alpha / beta) (eV) = -7.3 / -7.3
- maximum force (eV Å⁻¹) = 5.6



> Look up the calculated total energy of the fifth one.

-416.219561 Ha



Please write out number 3 again, unchanged.
A cluster of 2 separate species, C4H7N2O in total in a non-equilibrium geometry, computed with ωB97M-V/def2-TZVPD.

```
! RIJCOSX wB97M-V def2-TZVPD def2/J DEFGRID3
* xyz 1 1
H 1.046 -1.288 -0.091
H -2.398 -0.091 -0.067
H 1.440 0.710 -1.545
N 0.052 -1.142 1.678
H -2.129 -1.893 -0.468
O -0.296 1.543 0.969
C -1.982 -0.852 -0.708
H -1.604 -0.582 -1.678
H 1.322 2.352 -0.858
C 0.467 0.853 0.363
N -0.344 -1.435 2.679
C 1.480 1.299 -0.632
C 0.469 -0.659 0.567
H 2.478 1.185 -0.207
*
```

Values from the calculation:
- calculated total energy (Ha) = -340.934739
- Kohn-Sham gap (alpha / beta) (eV) = 6.62 / 8.38
- lowest unoccupied orbital energy (alpha / beta) (eV) = -7.945 / -6.556
- HOMO level (alpha / beta) (eV) = -14.6 / -14.9
- maximum force (eV Å⁻¹) = 3.8



> Which formula does entry 1 have?

C4H7N2O